[1]
The following is a DFT calculation (ωB97M-V/def2-TZVPD) of a molecular structure, C22H61BF4N11O10Rb in a non-equilibrium geometry.

Values from the calculation:
* multiplicity: 2
* LUMO energy (alpha / beta): 1.722 / 1.840 eV
* net charge: -1
* orbital gap (alpha / beta): 0.0951 / 0.2955 Eh
* E_HOMO (alpha / beta): -0.9 / -6.2 eV

Last column: Löwdin spin population.
Geometry (Å):
Rb1 1.27 -1.19 -4.02  0.641
B1 1.42 -1.04 -0.79  0.017
F1 2.60 -0.47 -1.16  0.011
F2 0.33 -0.42 -1.37  0.014
F3 1.38 -2.34 -1.28  0.008
F4 1.37 -1.07 0.59  0.001
C1 -3.34 -1.46 8.46  0.000
O1 -3.24 -0.51 7.39  0.000
C2 -4.22 -0.72 6.32  0.000
C3 -3.96 0.35 5.19  0.000
N1 -2.57 0.20 4.80  0.000
C4 -2.34 -0.84 3.78  0.000
C5 -0.90 -0.87 3.28  0.000
O2 -0.08 -1.58 4.20  0.000
C6 1.27 -1.88 3.75  0.000
H1 -2.96 -2.40 8.07  0.000
H2 -4.38 -1.72 8.67  0.000
H3 -2.70 -1.21 9.31  0.000
H4 -5.24 -0.52 6.66  0.000
H5 -4.22 -1.72 5.88  0.000
H6 -4.20 1.33 5.61  0.000
H7 -4.62 0.04 4.39  0.000
H8 -1.97 -0.09 5.56  0.000
H9 -2.91 -0.64 2.87  0.000
H10 -2.54 -1.86 4.11  0.000
H11 -0.48 0.14 3.33  0.000
H12 -0.91 -1.32 2.29  0.000
H13 1.83 -2.61 4.34  0.000
H14 1.84 -0.95 3.78  0.000
H15 1.40 -2.21 2.72  0.000
C7 4.68 -3.22 -1.36  0.001
O3 4.45 -3.56 -2.75  0.002
C8 4.71 -2.48 -3.69  0.012
C9 4.27 -2.75 -5.09  0.020
N2 3.03 -3.52 -4.96  0.006
C10 2.58 -4.13 -6.16  0.005
C11 1.47 -3.50 -6.95  0.022
O4 0.15 -3.60 -6.31  0.015
C12 -0.95 -2.87 -6.93  0.041
H16 4.69 -4.17 -0.82  0.000
H17 3.89 -2.57 -0.98  0.001
H18 5.65 -2.72 -1.25  0.000
H19 5.76 -2.20 -3.69  0.001
H20 4.15 -1.62 -3.32  0.009
H21 4.98 -3.35 -5.65  0.001
H22 4.10 -1.86 -5.69  0.025
H23 3.00 -4.11 -4.14  0.000
H24 2.22 -5.11 -5.85  0.000
H25 3.44 -4.34 -6.79  0.001
H26 1.36 -3.99 -7.92  0.003
H27 1.73 -2.46 -7.16  0.024
H28 -1.47 -3.44 -7.70  0.003
H29 -0.78 -1.87 -7.33  0.023
H30 -1.55 -2.67 -6.05  0.021
C13 -2.25 6.72 3.42  0.000
O5 -2.22 6.60 1.96  0.000
C14 -2.69 7.83 1.41  0.000
C15 -2.50 7.75 -0.16  0.000
N3 -2.41 6.44 -0.65  0.000
C16 -3.50 5.47 -0.32  0.000
C17 -3.28 4.12 -1.07  0.000
O6 -1.91 3.69 -0.88  0.001
C18 -1.52 2.59 -1.78  0.005
H31 -1.79 5.80 3.79  0.000
H32 -3.23 7.06 3.75  0.000
H33 -1.65 7.53 3.83  0.000
H34 -2.31 8.78 1.78  0.000
H35 -3.77 7.84 1.56  0.000
H36 -1.50 8.17 -0.24  0.000
H37 -3.28 8.27 -0.72  0.000
H38 -2.49 6.50 -1.65  0.000
H39 -4.48 5.87 -0.59  0.000
H40 -3.60 5.32 0.75  0.000
H41 -3.54 4.09 -2.12  0.000
H42 -3.87 3.32 -0.62  0.000
H43 -0.55 2.11 -1.66  0.003
H44 -1.43 2.95 -2.80  0.005
H45 -2.28 1.83 -1.63  0.001
C19 1.38 2.60 0.58  0.001
O7 0.86 3.73 0.63  0.001
N4 2.61 2.31 0.33  0.001
N5 0.64 1.57 0.75  0.000
H46 3.38 2.96 0.22  0.000
H47 2.77 1.32 0.23  0.000
H48 1.06 0.68 0.49  0.000
H49 -0.33 1.68 1.02  0.000
C20 2.06 -5.39 0.32  0.000
O8 2.03 -6.52 0.72  0.000
N6 2.43 -4.38 1.04  0.000
N7 1.81 -5.00 -0.87  0.001
H50 2.25 -3.47 0.66  0.000
H51 2.58 -4.61 2.01  0.000
H52 1.36 -5.67 -1.48  0.001
H53 1.84 -4.03 -1.14  0.001
C21 5.69 -0.55 0.54  0.000
O9 6.71 -0.60 1.20  0.000
N8 5.53 -0.09 -0.66  0.001
N9 4.51 -0.82 0.93  0.000
H54 4.57 0.15 -0.88  0.002
H55 6.28 0.24 -1.25  0.001
H56 4.54 -1.09 1.91  0.000
H57 3.68 -0.92 0.36  0.000
C22 -3.69 -0.29 -0.96  0.004
O10 -3.42 0.39 0.00  0.001
N10 -2.83 -0.80 -1.82  0.009
N11 -4.90 -0.65 -1.28  0.002
H58 -1.86 -0.94 -1.57  0.005
H59 -3.18 -1.34 -2.60  0.016
H60 -5.75 -0.29 -0.86  0.000
H61 -5.04 -1.15 -2.14  0.004


[2]
The following is a DFT calculation (ωB97M-V/def2-TZVPD) of a molecular structure, Cl3O4PY in a non-equilibrium geometry.

Values from the calculation:
* multiplicity: 1
* LUMO energy: 3.373 eV
* net charge: -3
* orbital gap: 0.1359 Eh
* E_HOMO: -0.3 eV

Last column: Mulliken charge in e.
Geometry (Å):
Y1 0.25 -2.05 2.63  0.899
P1 -1.49 1.43 -2.56  0.870
O1 -0.44 2.43 -2.87  -0.439
O2 -1.66 0.76 -3.85  -0.422
O3 -2.71 2.33 -2.65  -0.425
O4 -1.30 0.39 -1.34  -0.583
Cl1 0.66 -3.73 6.98  -0.964
Cl2 4.04 -3.66 0.58  -0.961
Cl3 2.65 2.09 3.08  -0.975


[3]
The following is a DFT calculation (ωB97M-V/def2-TZVPD) of a gas-phase ion, C8H10BrN2O2S (charge +1) in a non-equilibrium geometry.

Values from the calculation:
* multiplicity: 1
* LUMO energy: -4.552 eV
* net charge: +1
* orbital gap: 0.3109 Eh
* E_HOMO: -13.0 eV

Last column: Mulliken charge in e.
Geometry (Å):
C1 -0.17 -2.33 -0.22  0.037
C2 -1.06 0.21 0.44  0.209
C3 -1.80 -0.97 0.55  0.103
C4 1.24 -0.57 0.41  0.282
C5 -1.71 1.47 -0.04  0.570
C6 -1.17 -2.29 0.90  -0.857
C7 -1.11 3.76 -0.18  -0.696
C8 3.56 -1.22 -0.89  -0.800
N1 0.90 -1.70 -0.27  -0.252
N2 0.31 0.29 0.75  -0.042
O1 -2.81 1.64 -0.49  -0.517
O2 -0.78 2.43 0.12  -0.335
S1 2.93 -0.17 0.43  -0.021
Br1 -3.64 -1.08 0.30  -0.025
H1 -0.41 -3.07 -1.10  0.398
H2 -1.97 -3.05 0.85  0.402
H3 -0.50 -2.38 1.71  0.279
H4 -0.33 4.40 -0.32  0.326
H5 -1.67 4.08 0.64  0.313
H6 -1.56 3.71 -1.18  0.299
H7 3.23 -2.23 -0.78  0.283
H8 4.64 -1.26 -0.89  0.371
H9 3.25 -0.90 -1.89  0.318
H10 0.64 1.21 1.15  0.355


[4]
The following is a DFT calculation (ωB97M-V/def2-TZVPD) of a molecular structure, C21H30Be2Cl3F7IKNO5P in a non-equilibrium geometry.

Values from the calculation:
* multiplicity: 1
* LUMO energy: -5.886 eV
* orbital gap: 0.0490 Eh
* E_HOMO: -7.2 eV

Last column: Mulliken charge in e.
Geometry (Å):
C1 1.16 -4.59 -0.28  -0.077
C2 0.13 -4.00 -0.57  -0.480
N1 -1.12 -3.26 -0.91  0.106
C3 -2.21 -4.11 -0.34  -0.514
C4 -3.70 -3.65 -0.44  -0.213
C5 -4.08 -2.31 -1.18  -1.081
I1 -4.79 -0.89 0.36  0.061
C6 -0.92 -1.92 -0.26  0.260
C7 0.48 -1.22 -0.59  1.079
C8 0.18 0.33 -0.87  -0.138
F1 0.34 1.26 0.17  -0.272
C9 -0.22 0.79 -2.15  0.002
F2 -1.54 0.62 -2.62  -0.134
F3 0.61 1.47 -3.04  -0.229
P1 -1.05 -3.18 -2.76  0.489
C10 -2.39 -4.21 -3.54  -0.664
O1 0.42 -3.91 -3.28  -0.566
H1 2.01 -5.23 0.06  0.436
H2 -1.96 -4.29 0.76  0.374
H3 -2.12 -5.15 -0.81  0.555
H4 -4.32 -4.51 -0.94  -0.347
H5 -4.13 -3.59 0.62  0.500
H6 -4.94 -2.53 -1.91  0.482
H7 -3.28 -1.79 -1.78  0.458
H8 -0.93 -2.10 0.89  -0.128
H9 -1.72 -1.16 -0.48  0.090
H10 1.15 -1.25 0.33  -0.435
H11 0.98 -1.59 -1.52  0.178
H12 -3.28 -3.52 -3.76  0.276
H13 -2.80 -5.06 -2.92  0.037
H14 -2.01 -4.53 -4.57  0.395
H15 1.16 -3.29 -3.07  0.377
F4 3.06 -1.37 1.11  -0.270
C11 4.12 -0.55 0.92  0.064
C12 5.39 -1.09 0.82  -0.425
C13 6.47 -0.25 0.62  -1.005
C14 6.28 1.12 0.54  -0.620
C15 5.00 1.66 0.65  -0.587
C16 3.91 0.81 0.84  0.016
H16 5.52 -2.17 0.90  0.300
H17 7.46 -0.66 0.53  0.981
H18 7.13 1.78 0.38  0.329
H19 4.85 2.73 0.58  0.425
H20 2.91 1.21 0.91  0.467
Cl1 5.65 -1.05 3.33  -0.722
Be1 0.43 -2.51 2.34  0.028
O2 -4.04 2.46 -2.87  -0.654
H21 -3.13 2.32 -2.62  0.269
C17 -6.08 -1.17 3.90  0.386
O3 -6.26 -2.27 4.49  -0.375
H22 -5.59 -1.19 2.92  -0.567
H23 -7.10 -0.53 3.66  0.297
H24 -5.50 -0.39 4.43  0.360
Cl2 -4.81 -5.93 -2.15  -0.657
K1 8.55 -0.94 1.71  0.953
Be2 -6.20 2.35 -2.32  0.690
Cl3 -7.48 0.08 2.37  -0.242
C18 0.96 4.22 0.78  -0.964
C19 2.26 4.65 1.43  0.251
O4 2.90 5.74 0.78  -0.361
C20 2.47 7.08 1.08  0.211
O5 2.46 7.31 2.37  -0.592
C21 1.11 7.47 0.38  0.698
F5 1.05 6.96 -0.87  -0.247
F6 1.01 8.81 0.23  -0.274
F7 0.00 7.07 1.02  -0.249
H25 1.03 4.28 -0.31  0.240
H26 0.70 3.21 1.07  0.308
H27 0.13 4.86 1.09  0.362
H28 2.96 3.81 1.34  -0.236
H29 2.13 4.81 2.51  0.297
H30 3.19 7.66 0.48  0.237


[5]
The following is a DFT calculation (ωB97M-V/def2-TZVPD) of a single C4H7FN2 molecule in a non-equilibrium geometry.

Values from the calculation:
* multiplicity: 1
* LUMO energy: 0.865 eV
* orbital gap: 0.3792 Eh
* ΔE to the lowest compared entry with this formula, charge and spin: 117.43 kJ/mol
* E_HOMO: -9.5 eV

Last column: Mulliken charge in e.
Geometry (Å):
H1 -2.43 1.33 -0.68  0.210
N1 -1.42 1.16 -0.61  -0.648
C1 -1.24 -0.02 -0.04  0.381
N2 -2.27 -0.93 0.24  -0.620
C2 0.10 -0.33 0.42  -0.351
C3 1.04 0.89 0.84  -0.753
C4 1.34 0.09 -0.35  0.258
F1 2.48 -0.69 -0.44  -0.309
H2 -1.85 -1.90 -0.03  0.284
H3 -3.03 -0.85 -0.38  0.294
H4 0.03 -1.08 1.25  0.381
H5 0.66 1.93 0.67  0.251
H6 1.58 0.90 1.80  0.261
H7 1.11 0.52 -1.34  0.360